No. 1
DFT (ωB97M-V with the def2-TZVPD basis set) results for C8H16CoF8N2O10S4 as an isolated structure.

```
49
Properties=species:S:1:pos:R:3:forces:R:3
Co -0.1870 -0.4288 0.1040 0.536 -0.028 0.338
N -1.6760 0.1085 1.2862 -3.983 -2.768 -0.118
S -2.1624 1.0412 2.4583 2.024 6.505 6.144
O -2.1158 0.5215 3.8598 -1.526 0.068 -4.115
O -3.0354 2.1646 2.0792 0.497 -3.233 0.445
F -0.8185 1.8316 2.5117 1.344 0.417 -0.446
S -3.1809 -0.7785 1.2576 -3.191 -4.108 -2.074
O -4.3607 -0.0295 0.8165 2.607 -0.761 1.685
O -3.3327 -1.8884 2.2367 1.016 3.520 -2.226
F -2.8775 -1.5669 -0.1235 0.809 0.208 0.644
C 2.3702 2.7458 0.0175 2.225 -2.045 -0.663
F 2.6078 2.8701 -1.3037 0.272 0.467 1.573
F 3.2408 3.3919 0.7996 -0.535 -0.351 -1.020
F 1.1755 3.0938 0.2518 -2.352 1.120 0.659
S 2.4310 0.8464 0.5451 1.625 -1.019 2.091
O 3.8143 0.3940 0.7704 -2.657 1.228 -1.073
O 1.5660 0.6820 1.7111 -0.374 0.375 -1.366
N 1.5543 0.0251 -0.7133 1.334 2.246 2.245
S 2.7286 -0.3811 -1.6722 2.023 -2.906 -3.989
O 3.6094 0.6942 -2.0588 -1.033 -0.627 0.181
O 3.3630 -1.6350 -1.2923 -1.370 1.230 -0.677
C 1.5553 -0.6813 -3.2677 0.019 -0.298 -0.399
F 0.4942 -1.5093 -2.9561 0.937 0.887 0.080
F 1.0559 0.5110 -3.6724 0.364 -0.981 0.534
F 2.1515 -1.2404 -4.3453 -0.093 0.528 1.416
C -0.6117 2.6166 -2.4545 -1.512 0.699 0.124
C -1.5996 1.8124 -1.5356 -0.182 1.670 -0.103
C -3.1472 1.8477 -1.7648 1.052 0.561 -0.428
O -1.1649 0.4814 -1.6325 0.253 -1.511 0.510
H 0.4222 2.4710 -2.1415 -0.288 -0.070 -0.077
H -0.8526 3.6796 -2.4486 0.084 0.203 0.579
H -0.7150 2.4328 -3.5239 -0.013 -0.777 -0.015
H -1.4358 2.1858 -0.5247 0.275 -0.389 0.211
H -3.7012 2.3515 -0.9727 0.302 0.361 -0.109
H -3.5817 0.8480 -1.7657 0.289 -0.097 -0.299
H -3.2567 2.3495 -2.7262 -0.724 -0.075 -0.010
H -1.4109 0.2147 -2.5213 0.203 -0.621 -0.096
C 2.2532 -2.9746 1.8011 -1.365 -0.013 -0.143
C 0.6478 -2.9904 1.7777 2.996 -1.700 3.221
C 0.0272 -2.5277 3.1242 -0.895 1.635 -1.393
O 0.2990 -2.3750 0.5445 -1.327 0.404 -0.142
H 2.7040 -3.4152 2.6903 -0.379 -0.161 0.061
H 2.6621 -1.9672 1.7239 -0.257 0.115 -0.054
H 2.5790 -3.5338 0.9240 0.185 0.042 0.023
H 0.3610 -4.0417 1.7521 -0.068 -0.099 -0.668
H 0.3054 -1.4830 3.2631 0.291 0.012 0.601
H 0.1842 -3.1378 4.0137 0.953 -0.130 -0.435
H -1.0620 -2.4884 3.1073 -0.200 -0.090 -0.538
H 0.1227 -3.1387 -0.0099 -0.194 0.360 -0.693
```
Forces are in eV/Å.

ΔE to the lowest compared entry with this formula, charge and spin = 98.9 kcal per mole
gap between HOMO and LUMO (alpha / beta) = 10.080 / 9.184 eV
2S+1 = 4
expectation value of S² = 3.76

Mulliken atomic charge list, values in e, 8 entries: Co 1.057; N 0.356; S 0.835; O -0.594; O -0.578; F -0.278; S 0.817; O -0.533

---

No. 2
DFT (ωB97M-V with the def2-TZVPD basis set) results for a 2-piece molecular cluster, C8H16FNSi overall.

```
27
Properties=species:S:1:pos:R:3:forces:R:3
C 1.1875 -0.4540 -0.2961 -2.136 -0.117 2.055
C -0.3808 2.1041 -0.8133 -0.666 -2.242 -2.461
C 1.4070 2.0797 0.9710 0.586 -0.539 -2.615
C -0.8452 -0.8841 -3.4431 2.490 1.191 -1.869
C -1.3238 -0.7831 0.3757 4.419 1.564 2.428
C 0.4510 -2.6491 2.6025 0.607 0.523 -1.998
C 0.0472 1.5999 0.5371 -0.482 -2.856 -0.329
C 0.0566 -0.0535 0.4244 -0.702 2.151 -1.222
N 2.0318 -0.8293 -0.9918 2.187 -0.910 -1.701
F -0.9891 -0.2549 3.2763 0.468 -0.356 -1.107
Si -0.4448 -1.1049 2.0032 0.259 -2.452 0.132
H 0.2628 1.6577 -1.6357 -0.923 0.050 0.775
H -0.0256 3.0643 -0.8237 0.164 3.003 -0.260
H -1.5121 2.0341 -1.1216 2.276 0.040 0.914
H 1.5336 3.0811 0.7610 -0.367 2.687 -0.876
H 1.7006 2.1256 1.9417 0.163 -0.932 3.345
H 2.3052 1.7160 0.4119 -1.094 -0.644 0.149
H -1.2241 -1.4597 -2.7405 -2.077 -2.916 3.118
H -1.1492 -1.1068 -4.4151 -0.630 -0.346 -1.452
H -0.9698 0.0985 -3.1898 -1.107 2.715 0.405
H -2.1395 -0.2159 0.4638 -3.530 2.768 0.303
H 0.2088 -0.9337 -3.3596 1.325 -0.656 -0.202
H -1.3632 -1.5126 -0.3107 -0.026 -2.755 -2.015
H -0.0545 -3.1962 3.2930 -2.409 -1.492 2.273
H 0.6962 -3.4025 1.8307 -0.308 0.957 -0.161
H 1.3453 -2.5086 3.1249 1.888 0.879 0.710
H -0.8118 1.7880 1.1236 -0.375 0.685 1.662
```
Forces are in eV/Å.

ΔE to the lowest compared entry with this formula, charge and spin = 119.8 kcal per mole
gap between HOMO and LUMO (alpha / beta) = 3.536 / 7.452 eV
2S+1 = 3
expectation value of S² = 2.02

Mulliken atomic charge list, values in e, 8 entries: C -0.524; C -1.320; C -1.745; C -1.249; C -1.903; C -1.429; C 0.439; C 1.867

---

No. 3
DFT (ωB97M-V with the def2-TZVPD basis set) results for C8H16HoO4 as an isolated structure.

```
29
Properties=species:S:1:pos:R:3:forces:R:3
C -0.0961 -1.7791 2.2130 1.093 -0.374 -1.576
H -0.8296 -2.4012 1.6765 0.006 0.049 0.249
H 0.2249 -2.3227 3.1097 -0.018 0.087 -0.279
O -1.6462 1.9154 -0.4369 -2.576 3.790 -0.260
C -2.5110 2.0002 0.6443 -1.853 0.731 1.357
C -1.8514 1.4948 1.9223 -0.412 1.036 0.571
O -1.2169 0.2424 1.5817 -0.387 -0.536 0.800
C -0.6798 -0.4947 2.6047 0.706 -0.024 1.027
Ho -0.5096 0.4727 -0.4330 0.359 -2.463 -0.438
H -3.4307 1.4042 0.4737 0.356 0.292 -0.112
H -2.8373 3.0393 0.8434 0.118 -0.419 -0.197
H -2.5751 1.3190 2.7294 0.165 0.106 -0.261
H -1.0650 2.1809 2.2717 -0.178 -0.153 -0.013
H -0.3483 0.0803 3.4720 -0.242 -0.166 -0.193
C 1.2061 -1.7122 1.2272 -0.800 -0.690 2.082
O 0.9203 -1.0993 -0.0281 0.465 -0.991 0.512
C 2.0448 -1.0391 -0.9110 0.912 -0.160 -0.270
C 1.5361 -0.6583 -2.2777 0.884 -0.794 -0.378
O 0.6764 0.4656 -2.1065 1.595 -0.162 -1.786
C 0.2943 1.1093 -3.3187 -0.146 0.735 -1.334
H 1.9768 -1.1165 1.7361 0.089 -0.436 -0.211
H 2.5389 -2.0190 -0.9592 -0.079 0.240 0.037
H 2.7536 -0.2907 -0.5266 -0.072 -0.216 -0.072
H 0.9725 -1.4803 -2.7438 0.086 0.236 0.061
H 2.3819 -0.3900 -2.9256 -0.209 -0.070 0.136
H -0.6058 1.6942 -3.1055 0.126 0.012 -0.118
H 1.1028 1.7749 -3.6481 -0.259 -0.194 0.059
H 0.0781 0.3581 -4.0907 0.034 0.213 0.239
H 1.4953 -2.7479 1.0055 0.236 0.321 0.366
```
Forces are in eV/Å.

ΔE to the lowest compared entry with this formula, charge and spin = 10.7 kcal per mole
gap between HOMO and LUMO (alpha / beta) = 7.335 / 10.083 eV
total charge = +2
2S+1 = 6
expectation value of S² = 8.76

Mulliken atomic charge list, values in e, 8 entries: C -0.740; H 0.346; H 0.410; O -0.493; C -0.457; C -0.515; O -0.229; C -0.288

---

No. 4
DFT (ωB97M-V with the def2-TZVPD basis set) results for C8H16KO4S2 as an isolated structure.

```
31
Properties=species:S:1:pos:R:3:forces:R:3
K -3.0484 -5.1659 26.2542 -0.091 0.379 0.324
C -2.4022 -0.2893 27.3230 0.670 0.398 -1.323
C -3.1438 0.4964 26.2315 -0.615 1.487 1.264
C -4.4706 -0.2256 25.8828 0.241 -0.800 -0.339
S -4.6441 -1.5020 27.1689 -1.609 0.541 1.982
O -4.0608 -2.7484 26.7001 -0.001 -0.381 -0.424
O -5.9500 -1.5497 27.8647 1.922 0.031 -1.817
C -3.4731 -0.7432 28.2703 0.685 -1.037 0.183
H -1.5916 0.3157 27.7293 -0.320 0.093 0.367
H -1.8830 -1.0876 26.7928 -0.129 -0.599 0.485
H -2.4702 0.8610 25.4560 -0.399 -0.708 -0.544
H -3.4123 1.4263 26.7329 -0.278 0.224 -0.034
H -4.3946 -0.6960 24.9025 -0.288 -0.209 0.120
H -5.4339 0.2752 25.9795 0.391 0.652 -0.209
H -3.1367 -1.5591 28.9099 -0.112 0.120 0.322
H -3.9451 0.0546 28.8438 -0.041 -0.061 -0.131
C -2.2041 -6.9168 31.6557 -2.163 0.401 0.658
C -3.5885 -6.8064 30.9286 -0.100 -1.118 -1.197
C -4.0142 -5.3430 30.7907 1.256 -0.325 1.936
S -2.4844 -4.5434 30.3212 -1.003 1.177 -0.306
O -2.3918 -3.2041 30.9796 0.429 -2.890 -1.728
O -2.5349 -4.6718 28.8300 0.957 0.443 1.490
C -1.3105 -5.8851 31.0170 -0.322 0.864 -0.416
H -1.8264 -7.9392 31.6524 0.146 0.165 -0.420
H -2.4261 -6.7140 32.7034 0.377 0.311 0.146
H -4.3942 -7.4009 31.3593 0.210 0.106 0.481
H -3.4539 -7.2776 29.9550 -0.031 0.154 -0.382
H -4.1378 -5.0473 31.8326 -0.387 0.496 0.043
H -4.8694 -5.0014 30.2076 0.335 -0.336 -0.246
H -0.6258 -5.3766 31.6958 0.055 -0.086 -0.237
H -0.8290 -6.3441 30.1536 0.216 0.506 -0.048
```
Forces are in eV/Å.

ΔE to the lowest compared entry with this formula, charge and spin = 20.8 kcal per mole
gap between HOMO and LUMO = 9.942 eV
total charge = +1

Mulliken atomic charge list, values in e, 8 entries: K 1.046; C -0.644; C -0.715; C -0.630; S 0.925; O -0.555; O -0.646; C -0.144

---

No. 5
DFT (ωB97M-V with the def2-TZVPD basis set) results for C8H16Li3O10P2 as an isolated structure.

```
39
Properties=species:S:1:pos:R:3:forces:R:3
Li 0.5011 0.3531 1.3691 -0.557 -0.351 0.352
Li -0.3011 1.9201 3.6927 -0.218 -0.585 0.080
Li -1.8213 -1.4497 1.7005 0.784 0.714 0.807
P -2.4793 0.9793 1.7185 0.029 0.645 -0.798
O -3.1583 -0.1582 2.4856 0.323 -0.394 -1.827
O -3.3819 1.9120 0.8447 -0.270 -0.217 1.029
O -1.3124 0.6168 0.7687 -0.409 -1.343 -0.027
O -1.9408 1.9248 2.8073 -0.264 1.522 0.305
P 0.5165 -0.3273 3.7498 2.642 -0.929 -0.193
O -0.6502 0.2633 4.5962 1.155 -0.645 0.225
O 1.1131 0.9562 3.0193 0.320 1.641 -0.192
O 0.0510 -1.1252 2.5181 -2.356 -1.426 -1.696
O 1.7194 -1.1640 4.2542 -1.396 1.021 1.417
C 3.3725 2.2189 -0.9336 0.433 1.151 -1.276
C 3.2329 1.0788 -1.8976 1.300 0.488 -1.191
C 1.8625 0.6368 -1.6665 -1.543 -1.005 1.595
O 1.7239 0.6854 -0.2177 0.960 -0.991 -0.564
C 2.4897 1.8219 0.2083 -0.663 0.580 0.705
H 2.9399 3.1072 -1.3940 0.168 0.235 -0.101
H 4.4296 2.4220 -0.7623 -0.107 0.058 0.572
H 4.0195 0.3630 -1.6592 -0.427 -0.597 0.003
H 3.3598 1.3423 -2.9476 0.214 0.269 -0.105
H 1.6751 -0.3549 -2.0782 -0.172 -0.177 0.532
H 1.0633 1.2904 -2.0160 0.234 0.339 -0.646
H 3.0633 1.6875 1.1254 -0.574 -0.648 0.147
H 1.7189 2.5777 0.3593 0.298 0.369 0.478
C -2.4138 -1.7908 -2.3972 0.519 1.160 -0.101
C -1.0197 -1.3668 -1.9979 0.222 -0.740 0.530
C -0.8062 -2.3067 -0.8179 0.001 1.550 1.970
O -2.1149 -2.5892 -0.2370 -1.101 0.071 -0.273
C -3.1027 -1.8741 -1.0018 1.218 -0.126 -2.647
H -2.3679 -2.7511 -2.9108 -0.532 0.030 -0.206
H -2.7595 -0.9299 -2.9694 -0.838 -0.565 -0.512
H -1.1257 -0.3198 -1.7138 0.425 -0.069 0.669
H -0.1713 -1.4288 -2.6794 -0.356 -0.280 -0.508
H -0.3673 -1.7195 -0.0113 0.972 -0.316 -0.067
H -0.2812 -3.2522 -0.9541 -0.049 0.092 -0.397
H -3.2615 -0.8443 -0.6817 -0.164 -0.177 0.605
H -4.0151 -2.4051 -1.2730 -0.220 -0.352 1.307
```
Forces are in eV/Å.

gap between HOMO and LUMO (alpha / beta) = 4.262 / 4.227 eV
total charge = -2
2S+1 = 2
expectation value of S² = 0.76

Mulliken atomic charge list, values in e, 8 entries: Li 1.034; Li 0.856; Li 0.890; P 0.610; O -0.832; O -0.688; O -0.364; O -0.687

---

No. 6
DFT (ωB97M-V with the def2-TZVPD basis set) results for C8H16LuN2PS as an isolated structure.

```
29
Properties=species:S:1:pos:R:3:forces:R:3
C 0.5954 -0.3752 -1.8861 2.117 0.200 -1.435
C -0.6012 0.0554 -2.6051 -0.303 -1.054 1.115
C -0.9860 1.3543 -2.2269 -0.618 1.916 -0.549
C 0.2008 1.9453 -1.6038 -0.123 1.652 0.115
C 1.1668 0.8915 -1.2180 -0.046 0.612 -2.482
Lu -0.5810 0.4594 -0.0813 -2.147 -0.729 3.473
P -0.0789 -2.0740 0.6597 -0.076 -0.698 0.481
H 1.2903 -1.2966 -2.1166 -1.795 1.906 0.401
H -1.2562 -0.5967 -3.1769 0.154 -0.112 0.248
H -2.1110 1.8979 -2.2706 3.517 -1.637 -0.394
H 2.1690 1.1266 -0.8298 -0.541 -0.471 -0.444
H 0.2794 3.0468 -1.3800 0.015 -1.433 -0.120
H 1.3257 -2.1470 1.0304 -0.811 -0.263 -0.105
H -0.2447 -3.2254 -0.1739 0.142 0.414 0.470
H -0.7560 -2.5025 1.8588 0.721 -0.166 -0.468
C 1.2841 -0.5716 5.4069 0.337 0.023 2.658
N 0.6369 -0.8241 4.1466 0.523 0.396 -1.864
C 0.1604 0.3507 3.5570 1.152 0.356 -0.982
S 0.9544 1.2243 2.1921 -1.190 -1.391 1.343
N -0.9162 0.8649 4.1255 -0.996 1.773 -1.389
C -1.6076 0.4254 5.3494 0.250 0.390 -1.238
H 0.8157 0.3099 5.9615 1.053 -0.772 -1.174
H 2.4085 -0.4886 5.3288 -1.243 0.194 0.134
H 1.0260 -1.3801 6.1260 0.529 0.062 -0.488
H 1.2973 -1.2337 3.4711 -0.350 0.090 0.633
H -1.1901 1.7331 3.5833 -0.108 -1.337 1.389
H -1.3084 1.0727 6.1325 0.267 0.769 1.040
H -2.6755 0.5559 5.2118 -0.071 -0.418 -0.038
H -1.2906 -0.5693 5.6337 -0.358 -0.270 -0.330
```
Forces are in eV/Å.

gap between HOMO and LUMO (alpha / beta) = 3.830 / 4.728 eV

Mulliken atomic charge list, values in e, 8 entries: C -0.930; C -0.142; C -0.672; C -0.289; C -0.451; Lu 0.416; P -0.272; H 0.425

---

Calculated total energy list, top to bottom, in eV: -134712.982, -20633.769, -42524.672, -54735.354, -48232.761, -65273.636
F_max list, top to bottom, in eV/Å: 9.17, 5.28, 4.59, 3.39, 3.23, 4.15